Molecular formula: C44H112N8O10
Method: DFT, ωB97M-V/def2-TZVPD

The energy is -79832.695 eV. The relative energy (zero: lowest compared OMol25 entry of this formula, charge and spin) comes out at 0.0 kJ/mol. For the frontier orbital gap, the calculation gives 0.294 Eh. As for the structure (SMILES): CC1(C)CCCC(C)(C)N1O.CC1(C)CCCC(C)(C)N1O.COC[C@H](C)N.COC[C@H](C)N.COC[C@H](C)N.COC[C@H](C)N.COC[C@H](C)N.COC[C@H](C)N.CO.CO. As for the molar mass: 913.4 g/mol.

Each line ends with the Löwdin charge.
Positions of all 174 atoms, in Å:
C1 1.372 -0.834 3.995  -0.024
C2 1.646 -2.328 4.127  -0.485
C3 2.052 -2.863 2.754  -0.032
C4 2.789 -2.576 5.078  -0.135
C5 2.454 -2.447 6.559  -0.170
C6 1.331 -3.413 6.836  -0.165
C7 0.122 -3.173 5.953  -0.546
C8 -0.752 -4.398 6.150  -0.048
C9 -0.646 -1.951 6.483  -0.015
N1 0.482 -3.094 4.576  -0.087
O1 -0.667 -2.877 3.787  -0.032
H1 1.212 -0.289 4.922  0.044
H2 2.222 -0.384 3.461  0.067
H3 0.530 -0.637 3.323  0.062
H4 2.174 -3.946 2.784  0.094
H5 1.282 -2.634 2.012  0.054
H6 3.004 -2.425 2.444  0.068
H7 3.244 -3.555 4.913  0.127
H8 3.581 -1.826 4.967  0.128
H9 3.348 -2.761 7.096  0.115
H10 2.123 -1.445 6.826  0.110
H11 1.030 -3.389 7.892  0.122
H12 1.702 -4.448 6.795  0.126
H13 -1.700 -4.292 5.610  0.072
H14 -0.893 -4.791 7.158  0.086
H15 -0.327 -5.275 5.632  0.091
H16 -0.922 -2.170 7.518  0.088
H17 -1.609 -1.862 5.966  0.083
H18 -0.151 -0.990 6.375  0.062
H19 -0.475 -3.444 3.012  0.048
C10 -1.010 2.206 3.835  -0.007
C11 0.052 2.906 4.744  -0.521
C12 -0.501 3.065 6.137  -0.035
C13 1.268 1.976 4.780  -0.145
C14 2.072 2.034 3.510  -0.194
C15 2.507 3.446 3.217  -0.130
C16 1.336 4.419 3.117  -0.535
C17 1.949 5.796 3.097  -0.042
C18 0.697 4.190 1.728  -0.012
N2 0.509 4.193 4.276  -0.049
O2 -0.603 5.180 4.237  -0.014
H20 -1.377 1.310 4.320  0.093
H21 -1.848 2.896 3.653  0.075
H22 -0.568 2.042 2.852  0.053
H23 -1.467 3.574 6.182  0.084
H24 -0.681 2.115 6.653  0.086
H25 0.204 3.627 6.756  0.093
H26 1.866 2.320 5.638  0.138
H27 0.951 0.969 5.057  0.061
H28 2.898 1.326 3.601  0.108
H29 1.452 1.637 2.695  0.088
H30 3.102 3.444 2.299  0.129
H31 3.174 3.769 4.026  0.130
H32 2.404 6.051 4.054  0.094
H33 1.319 6.578 2.677  0.086
H34 2.812 5.755 2.416  0.087
H35 1.331 4.747 1.040  0.082
H36 -0.321 4.590 1.668  0.086
H37 0.629 3.158 1.411  0.040
H38 -1.238 4.712 3.659  0.069
C19 4.036 1.308 -6.708  -0.108
O3 3.342 2.400 -6.120  -0.185
C20 2.697 3.180 -7.095  -0.233
C21 1.649 4.101 -6.502  -0.445
C22 0.425 3.363 -5.962  -0.046
N3 1.163 5.082 -7.475  0.039
H39 4.861 1.600 -7.372  0.090
H40 3.372 0.563 -7.162  0.089
H41 4.528 0.788 -5.875  0.088
H42 3.454 3.789 -7.616  0.127
H43 2.163 2.580 -7.853  0.131
H44 2.089 4.680 -5.683  0.116
H45 -0.224 2.983 -6.750  0.082
H46 -0.140 4.094 -5.375  0.078
H47 0.741 2.577 -5.279  0.049
H48 0.449 4.673 -8.058  0.066
H49 1.914 5.524 -7.985  0.068
C23 -3.699 -2.547 -0.480  -0.093
O4 -3.426 -3.787 0.108  -0.146
C24 -2.189 -3.852 0.685  -0.256
C25 -1.910 -5.211 1.259  -0.399
C26 -2.918 -5.531 2.393  -0.043
N4 -0.554 -5.191 1.855  0.059
H50 -3.182 -2.529 -1.465  0.064
H51 -3.324 -1.677 0.067  0.071
H52 -4.751 -2.434 -0.726  0.090
H53 -1.422 -3.801 -0.118  0.125
H54 -1.951 -3.096 1.439  0.119
H55 -2.034 -6.003 0.510  0.138
H56 -3.934 -5.179 2.218  0.074
H57 -2.593 -5.181 3.372  0.062
H58 -2.979 -6.628 2.456  0.074
H59 -0.297 -6.123 2.166  0.093
H60 0.114 -4.948 1.125  0.041
C27 -0.650 -0.509 1.363  -0.058
O5 -0.024 0.493 0.544  -0.196
C28 0.275 0.134 -0.747  -0.227
C29 0.782 1.384 -1.405  -0.382
C30 1.229 1.296 -2.854  -0.055
N5 1.931 1.909 -0.609  0.078
H61 -0.018 -1.385 1.544  0.067
H62 -1.622 -0.755 0.911  0.074
H63 -0.893 -0.041 2.318  0.068
H64 1.003 -0.694 -0.839  0.122
H65 -0.589 -0.249 -1.325  0.138
H66 -0.085 2.080 -1.390  0.131
H67 1.324 2.247 -3.358  0.042
H68 0.500 0.792 -3.519  0.082
H69 2.096 0.630 -2.947  0.089
H70 2.303 2.818 -0.912  0.058
H71 1.425 2.093 0.256  0.041
C31 -3.002 4.180 -3.546  -0.124
O6 -3.822 3.951 -2.451  -0.191
C32 -3.372 2.894 -1.650  -0.219
C33 -3.521 3.312 -0.205  -0.379
C34 -3.200 2.155 0.711  -0.072
N6 -4.999 3.669 0.056  0.024
H72 -3.490 4.872 -4.224  0.090
H73 -2.769 3.235 -4.052  0.088
H74 -2.043 4.622 -3.240  0.088
H75 -3.973 2.015 -1.879  0.131
H76 -2.299 2.710 -1.808  0.112
H77 -3.089 4.266 0.096  0.136
H78 -3.626 1.185 0.434  0.078
H79 -3.326 2.286 1.784  0.073
H80 -2.108 1.987 0.602  0.067
H81 -5.358 3.982 -0.854  0.053
H82 -5.555 2.824 0.212  0.057
C35 -1.542 -2.270 -6.791  -0.140
O7 -2.483 -1.659 -5.983  -0.214
C36 -3.777 -2.252 -6.081  -0.203
C37 -4.692 -1.380 -5.284  -0.446
C38 -4.357 -1.388 -3.785  -0.059
N7 -6.102 -1.629 -5.616  0.030
H83 -1.528 -3.348 -6.595  0.088
H84 -0.607 -1.778 -6.527  0.087
H85 -1.676 -2.101 -7.871  0.091
H86 -4.048 -2.209 -7.145  0.132
H87 -3.706 -3.285 -5.706  0.135
H88 -4.516 -0.359 -5.651  0.140
H89 -3.279 -1.302 -3.651  0.064
H90 -4.738 -2.309 -3.336  0.075
H91 -4.858 -0.522 -3.357  0.073
H92 -6.332 -2.625 -5.502  0.075
H93 -6.747 -1.216 -4.942  0.071
C39 -0.666 -3.347 -3.225  -0.085
O8 0.167 -3.501 -2.083  -0.218
C40 1.548 -3.417 -2.323  -0.225
C41 2.216 -3.472 -0.971  -0.409
C42 3.725 -3.276 -1.090  -0.053
N8 1.982 -4.839 -0.422  0.047
H94 -1.721 -3.342 -2.945  0.069
H95 -0.487 -4.177 -3.927  0.095
H96 -0.487 -2.372 -3.706  0.086
H97 1.911 -4.232 -2.965  0.139
H98 1.793 -2.426 -2.754  0.127
H99 1.782 -2.729 -0.301  0.100
H100 3.980 -2.485 -1.800  0.082
H101 4.260 -4.175 -1.416  0.079
H102 4.169 -3.021 -0.125  0.074
H103 2.733 -5.448 -0.723  0.063
H104 1.121 -5.224 -0.805  0.061
C43 3.539 -0.549 0.998  -0.214
O9 3.954 -0.029 -0.214  -0.147
H105 3.041 -1.519 0.883  0.020
H106 4.383 -0.627 1.689  0.094
H107 2.816 0.092 1.519  0.060
H108 3.262 0.634 -0.531  0.045
C44 3.341 4.034 -2.861  -0.119
O10 2.398 4.463 -1.853  -0.140
H109 3.456 2.958 -2.837  0.068
H110 3.027 4.379 -3.853  0.059
H111 4.340 4.494 -2.781  0.087
H112 2.025 5.309 -2.107  0.085

Cartesian forces, eV/Å:
C 0.37 -0.32 -0.80
C -0.55 0.35 -0.30
C 0.01 -0.24 0.11
C 1.00 0.67 0.96
C -0.44 -0.89 -0.41
C 0.60 -0.48 1.07
C -0.57 -0.13 1.43
C -0.71 -1.52 -1.30
C -0.99 -0.25 -0.08
N 0.99 -1.01 -0.37
O 0.32 0.45 -0.57
H 0.35 -1.53 -0.25
H -0.19 -0.27 0.50
H 0.13 -0.20 0.66
H -0.07 -0.03 0.06
H 0.28 -0.06 -0.05
H -0.26 -0.11 0.17
H -0.12 -0.09 -0.09
H -0.03 -0.12 -0.83
H 0.00 0.42 0.36
H 0.36 0.19 0.04
H -0.27 0.44 -0.18
H -0.04 0.11 -0.75
H -0.13 0.21 0.53
H -0.15 0.76 0.26
H 0.38 0.42 -0.01
H 0.24 0.37 0.09
H 0.20 -0.01 -0.16
H 0.26 -0.05 0.24
H -0.47 -0.40 0.37
C 0.28 1.57 -0.09
C -0.52 -1.24 -0.76
C -0.38 0.12 1.03
C -0.09 1.03 1.33
C -0.26 -0.69 -0.05
C 0.70 -0.49 0.38
C 0.37 -1.18 -1.04
C 0.92 0.53 -0.23
C -0.51 0.54 0.21
N -0.93 2.32 0.61
O 0.78 -1.79 -0.30
H -0.06 -0.22 -0.14
H -0.10 -0.34 0.20
H -0.15 -0.46 0.06
H 0.16 0.19 -0.26
H 0.23 -0.16 -0.35
H -0.05 0.05 -0.09
H 0.25 0.00 -0.21
H -0.27 1.50 -0.16
H 0.26 0.47 -0.14
H 0.15 0.07 -0.09
H -0.14 0.27 -0.04
H -0.04 0.08 -0.04
H -0.49 0.20 0.16
H -0.31 0.06 0.48
H -0.17 -0.09 -0.03
H -0.19 -0.18 -0.38
H 0.14 0.17 -0.01
H 0.05 -0.17 0.19
H 0.01 0.60 0.22
C 0.57 -0.44 1.23
O -0.15 -0.51 -0.46
C -0.11 0.39 -0.48
C -0.46 0.41 -0.01
C 0.45 0.62 0.65
N 0.07 -0.16 0.62
H -0.44 0.22 -0.23
H -0.07 0.38 -0.28
H -0.14 0.11 -0.10
H -0.10 -0.06 -0.09
H 0.32 -0.22 0.09
H 0.12 -0.20 0.02
H 0.12 -0.18 -0.09
H -0.18 -0.18 -0.08
H -0.14 -0.21 -0.21
H 0.21 0.14 -0.41
H -0.16 -0.07 -0.31
C 0.78 0.09 -1.62
O -1.83 0.22 0.49
C 2.57 -0.66 -0.97
C -0.94 -0.49 1.94
C 0.19 -1.04 -0.15
N -0.30 0.29 -0.79
H -0.09 0.24 0.37
H -0.21 -0.19 0.35
H -0.16 -0.19 0.44
H -0.01 0.75 0.11
H -0.44 0.23 0.04
H 0.10 0.34 -0.23
H 0.12 0.13 -0.27
H 0.19 0.27 -0.12
H -0.11 0.20 0.21
H -0.04 0.13 0.13
H 0.23 -0.10 0.11
C -0.54 0.78 -0.66
O -0.44 -0.36 1.78
C 0.30 -1.03 -1.62
C 0.62 1.64 -1.08
C -0.92 -1.76 -0.77
N -1.08 -0.33 0.40
H -0.24 0.21 -0.38
H 0.33 -0.36 -0.03
H 0.16 -0.03 -0.19
H 0.19 0.22 0.42
H -0.20 0.26 0.30
H 0.36 0.02 0.19
H 0.61 0.30 0.45
H -0.20 0.01 0.56
H 0.33 0.57 0.04
H -0.74 -0.52 -0.14
H 1.00 0.01 0.31
C 0.74 -0.05 -0.47
O -0.47 0.36 -0.01
C 0.92 0.74 0.66
C -3.85 -0.53 1.32
C 2.37 -0.41 0.00
N 0.25 -0.38 -1.12
H -0.15 0.00 -0.10
H -0.08 0.11 -0.26
H -0.01 0.02 0.01
H 0.12 -0.35 0.19
H -0.13 -0.23 -0.32
H 0.98 -0.32 -0.47
H -0.45 0.31 -0.21
H -0.45 0.42 -0.09
H -0.26 -0.12 0.15
H 0.06 0.36 0.51
H 0.44 0.01 0.18
C 0.67 0.00 -0.23
O -0.82 0.33 0.48
C 0.86 0.30 -0.63
C -0.68 1.00 0.41
C -0.34 -0.07 -0.79
N -0.44 -1.14 0.37
H 0.35 -0.04 -0.11
H 0.29 -0.42 -0.02
H -0.37 -0.05 0.13
H -0.33 -0.42 0.16
H -0.29 0.00 -0.15
H 0.21 -0.14 0.07
H -0.03 0.01 0.16
H 0.11 0.06 0.13
H 0.04 -0.06 0.40
H 0.36 0.26 -0.25
H 0.44 0.40 -0.14
C 0.51 0.14 -0.17
O -0.98 -0.14 -0.07
C 0.07 1.38 0.08
C 0.69 -1.93 -0.30
C 0.32 0.30 0.11
N -0.24 0.35 0.41
H 0.18 -0.23 0.36
H -0.07 0.30 -0.05
H 0.15 -0.29 -0.09
H -0.03 0.12 -0.07
H -0.12 -0.30 -0.35
H -0.09 0.01 -0.08
H -0.07 0.08 0.22
H -0.35 -0.09 -0.15
H -0.10 0.08 -0.10
H -0.01 -0.01 0.05
H 0.08 0.15 0.05
C -0.60 0.03 0.58
O -0.37 0.96 -1.23
H 0.34 0.26 -0.06
H 0.14 -0.31 -0.07
H -0.07 0.13 -0.22
H 0.69 -0.58 0.65
C 0.22 1.23 -0.47
O 0.72 -0.28 -0.45
H -0.19 -0.08 0.05
H -0.30 -0.53 0.09
H -0.26 -0.12 0.65
H 0.06 0.07 -0.03